No. 1
The following is a quantum chemistry calculation of a molecular structure, C35H40CsN3O2S5, from OMol25.

Calculated values
Gap between HOMO and LUMO in eV: 6.5
Charge: -2
Lowest unoccupied orbital energy in eV: 3.71
Spin multiplicity: 1

Atoms and positions in Å:
Cs: 0.000 -0.261 0.666
C: -2.030 3.293 -2.933
C: -2.535 2.852 -1.562
C: -3.176 4.032 -0.823
C: -3.497 1.684 -1.600
C: -4.292 1.422 -2.708
C: -5.211 0.381 -2.700
C: -5.328 -0.406 -1.567
C: -4.545 -0.178 -0.440
C: -4.704 -1.071 0.773
C: -6.078 -0.883 1.416
C: -4.443 -2.541 0.434
C: -3.616 0.878 -0.448
N: -2.730 1.100 0.612
C: -3.219 1.586 1.734
O: -4.404 1.881 2.003
C: -2.195 1.783 2.844
C: -2.650 1.839 4.157
C: -1.716 1.967 5.171
C: -0.374 2.065 4.846
C: -0.006 2.029 3.505
N: -0.903 1.878 2.531
C: 1.476 2.225 3.165
O: 2.215 2.496 4.134
N: 1.811 2.122 1.887
C: 3.114 2.550 1.586
C: 4.030 1.663 0.978
C: 5.316 2.086 0.673
C: 5.725 3.386 0.928
C: 4.812 4.275 1.468
C: 3.517 3.888 1.794
C: 2.559 4.943 2.314
C: 2.347 6.050 1.277
C: 3.026 5.525 3.648
C: 3.558 0.289 0.564
C: 4.625 -0.802 0.586
C: 2.958 0.406 -0.844
H: -1.248 4.045 -2.816
H: -2.828 3.743 -3.530
H: -1.616 2.456 -3.499
H: -1.678 2.533 -0.964
H: -4.024 4.417 -1.399
H: -2.453 4.841 -0.689
H: -3.545 3.726 0.155
H: -4.195 2.037 -3.595
H: -5.825 0.185 -3.571
H: -6.045 -1.221 -1.556
H: -3.956 -0.761 1.503
H: -6.875 -1.180 0.726
H: -6.214 0.163 1.686
H: -6.168 -1.497 2.317
H: -5.185 -2.923 -0.272
H: -4.491 -3.158 1.335
H: -3.459 -2.674 -0.018
H: -3.714 1.779 4.334
H: -2.031 1.996 6.209
H: 0.406 2.185 5.583
H: 6.013 1.387 0.224
H: 6.734 3.703 0.694
H: 5.114 5.303 1.644
H: 1.593 4.466 2.472
H: 3.278 6.585 1.071
H: 1.615 6.778 1.639
H: 1.981 5.636 0.336
H: 3.974 6.059 3.530
H: 3.156 4.721 4.372
H: 2.289 6.235 4.037
H: 2.775 0.001 1.266
H: 5.392 -0.627 -0.174
H: 4.164 -1.769 0.369
H: 5.117 -0.860 1.558
H: 3.747 0.685 -1.548
H: 2.201 1.194 -0.879
H: 2.527 -0.543 -1.175
C: 4.629 -2.607 -2.777
S: 4.155 -4.349 -2.906
C: 3.968 -4.749 -1.219
C: 2.962 -4.320 -0.402
S: 1.643 -3.293 -0.744
S: 3.114 -4.927 1.245
C: 4.541 -5.878 1.077
S: 5.213 -6.781 2.300
S: 5.184 -5.783 -0.508
H: 4.722 -2.222 -3.793
H: 5.579 -2.502 -2.256
H: 3.845 -2.064 -2.253

Atom charges from the Mulliken analysis, given in e for atoms 1 to 4: number 1, Cs, carries 1.272; number 2, C, carries -1.875; number 3, C, carries 1.094; number 4, C, carries -1.406



No. 2
The following is a quantum chemistry calculation of a molecular structure, C35H40N4O3S2W, from OMol25.

Calculated values
Gap between HOMO and LUMO in eV: 5.7
Charge: +2
Lowest unoccupied orbital energy in eV: -6.67
Spin multiplicity: 1

Atoms and positions in Å:
W: -0.052 2.146 0.545
O: 1.626 1.388 0.959
C: 2.093 0.527 1.899
C: 2.925 -0.518 1.546
C: 3.411 -1.337 2.555
C: 3.096 -1.110 3.897
C: 2.273 -0.056 4.233
C: 1.747 0.759 3.225
C: 0.938 1.899 3.542
N: 0.309 2.651 2.703
C: -0.372 3.831 3.251
C: -1.629 3.982 2.443
N: -1.173 3.962 1.047
C: -1.500 4.970 0.311
C: -1.164 5.177 -1.060
C: -1.584 6.340 -1.721
C: -1.279 6.524 -3.050
C: -0.565 5.533 -3.728
C: -0.145 4.377 -3.091
C: -0.436 4.212 -1.748
O: -0.035 3.091 -1.113
H: 3.169 -0.689 0.507
H: 4.053 -2.168 2.292
H: 3.493 -1.759 4.665
H: 2.019 0.137 5.269
H: 0.878 2.175 4.595
H: 0.270 4.702 3.107
H: -0.568 3.716 4.316
H: -2.157 4.906 2.670
H: -2.301 3.137 2.602
H: -2.100 5.748 0.782
H: -2.152 7.086 -1.178
H: -1.598 7.417 -3.567
H: -0.339 5.667 -4.779
H: 0.381 3.597 -3.621
O: -1.397 1.260 0.971
S: -0.270 -2.270 1.057
C: -1.820 -3.157 0.710
C: -2.114 -3.261 -0.761
C: -3.041 -2.414 -1.363
C: -3.393 -2.585 -2.694
C: -2.808 -3.597 -3.445
C: -1.860 -4.428 -2.860
C: -1.516 -4.260 -1.526
C: -0.390 -2.288 2.873
C: -0.467 -3.664 3.476
C: 0.611 -4.541 3.367
C: 0.542 -5.812 3.914
C: -0.610 -6.224 4.575
C: -1.687 -5.359 4.684
C: -1.614 -4.084 4.136
H: -2.628 -2.628 1.216
H: -1.728 -4.147 1.156
H: -3.518 -1.641 -0.772
H: -4.144 -1.945 -3.139
H: -3.104 -3.751 -4.474
H: -1.411 -5.226 -3.437
H: -0.805 -4.932 -1.059
H: -1.252 -1.689 3.172
H: 0.514 -1.778 3.208
H: 1.502 -4.227 2.834
H: 1.384 -6.485 3.825
H: -0.665 -7.217 5.000
H: -2.587 -5.676 5.195
H: -2.460 -3.411 4.225
C: 1.882 -0.897 -4.480
N: 0.810 -0.374 -3.626
C: -0.463 -1.106 -3.698
C: 1.057 0.515 -2.655
S: 0.127 0.240 -1.207
N: 2.001 1.447 -2.881
C: 2.361 1.872 -4.235
C: 2.820 2.069 -1.842
H: 1.816 -1.984 -4.466
H: 2.853 -0.618 -4.083
H: 1.799 -0.561 -5.514
H: -0.422 -1.758 -4.565
H: -1.293 -0.412 -3.816
H: -0.643 -1.722 -2.818
H: 1.580 1.597 -4.937
H: 3.311 1.450 -4.563
H: 2.463 2.957 -4.226
H: 2.351 2.047 -0.872
H: 3.014 3.103 -2.124
H: 3.781 1.556 -1.761

Atom charges from the Mulliken analysis, given in e for atoms 1 to 4: number 1, W, carries 1.564; number 2, O, carries -0.754; number 3, C, carries 0.973; number 4, C, carries -0.491



No. 3
The following is a quantum chemistry calculation of a molecular structure, C35H40N5O4S2SiY in a non-equilibrium geometry, from OMol25.

Calculated values
Gap between HOMO and LUMO in eV: 6.5
Lowest unoccupied orbital energy in eV: -0.99
Spin multiplicity: 1

Atoms and positions in Å:
Y: 0.149 -0.015 -0.247
O: -5.705 -4.401 -1.650
C: -5.819 -3.203 -1.371
O: -6.773 -2.435 -1.210
C: -4.414 -2.479 -1.181
C: -3.221 -3.169 -1.309
C: -2.024 -2.470 -1.255
N: -1.979 -1.166 -0.943
C: -3.132 -0.506 -0.750
C: -4.364 -1.120 -0.929
C: -3.042 0.932 -0.405
C: -4.132 1.623 0.114
C: -4.030 2.986 0.319
C: -2.841 3.630 0.007
C: -1.785 2.866 -0.448
N: -1.870 1.547 -0.640
C: -0.735 -3.138 -1.545
C: -0.705 -4.351 -2.230
C: 0.508 -4.968 -2.466
C: 1.673 -4.353 -2.031
C: 1.562 -3.134 -1.393
N: 0.396 -2.534 -1.149
H: -3.268 -4.239 -1.457
H: -5.297 -0.574 -0.889
H: -5.039 1.091 0.360
H: -4.871 3.537 0.720
H: -2.735 4.699 0.126
H: -0.823 3.315 -0.664
H: -1.625 -4.789 -2.589
H: 0.543 -5.916 -2.987
H: 2.641 -4.806 -2.186
H: 2.451 -2.607 -1.064
O: 3.034 3.471 0.973
C: 3.615 3.778 -0.211
C: 4.580 4.781 -0.279
C: 5.178 5.105 -1.480
C: 4.822 4.429 -2.639
C: 3.869 3.432 -2.578
C: 3.248 3.083 -1.376
C: 2.233 1.990 -1.378
O: 1.610 1.653 -0.299
N: 2.034 1.422 -2.538
N: 1.053 0.428 -2.547
C: 0.926 -0.058 -3.735
S: 1.993 0.490 -5.019
C: 1.137 -0.455 -6.327
C: 0.544 -1.703 -5.717
S: -0.297 -1.215 -4.177
H: 3.404 4.027 1.667
H: 4.864 5.305 0.628
H: 5.925 5.887 -1.515
H: 5.286 4.684 -3.582
H: 3.576 2.892 -3.467
H: 1.874 -0.695 -7.093
H: 0.364 0.181 -6.758
H: 1.315 -2.429 -5.460
H: -0.205 -2.166 -6.357
C: -2.131 0.175 2.900
Si: -0.277 -0.099 2.456
C: 0.114 -1.912 3.088
C: 0.016 -2.060 4.609
C: -0.924 -2.837 2.441
C: 1.508 -2.358 2.633
C: 0.623 1.332 3.437
C: 0.223 1.393 4.915
C: 0.222 2.657 2.775
C: 2.144 1.170 3.336
H: -2.327 0.018 3.965
H: -2.776 -0.509 2.342
H: -2.448 1.192 2.657
H: -0.941 -1.688 4.980
H: 0.816 -1.513 5.111
H: 0.103 -3.114 4.902
H: -1.928 -2.620 2.811
H: -0.701 -3.885 2.673
H: -0.938 -2.731 1.351
H: 2.293 -1.756 3.092
H: 1.619 -2.281 1.543
H: 1.685 -3.404 2.910
H: -0.859 1.500 5.026
H: 0.696 2.254 5.403
H: 0.537 0.499 5.454
H: -0.855 2.834 2.852
H: 0.512 2.674 1.723
H: 0.731 3.491 3.274
H: 2.471 0.252 3.829
H: 2.654 2.009 3.824
H: 2.465 1.146 2.291

Atom charges from the Mulliken analysis, given in e for atoms 1 to 4: number 1, Y, carries -0.668; number 2, O, carries -0.711; number 3, C, carries 0.415; number 4, O, carries -0.708



Which value of gap between HOMO and LUMO does entry 3 give?
6.5 eV



spin multiplicity of number 1 (C35H40CsN3O2S5)?
1



Which of these has the highest lowest unoccupied orbital energy?
C35H40CsN3O2S5